(1)
The following is a DFT calculation (ωB97M-V with the def2-TZVPD basis set) of a molecular structure, C41H40AgAsGeN5O11S2.

Cartesian coordinates (Å):
1 Ag 16.670 12.709 11.901
2 O 17.498 11.005 15.896
3 As 17.010 12.752 15.813
4 O 16.204 13.322 17.109
5 O 16.336 12.985 14.209
6 C 18.812 13.661 16.206
7 C 18.851 14.424 17.378
8 C 19.923 15.290 17.579
9 C 20.847 15.543 16.550
10 C 20.826 14.749 15.399
11 C 19.819 13.795 15.229
12 S 19.918 12.784 13.708
13 O 18.974 13.379 12.732
14 O 21.299 12.825 13.266
15 O 19.487 11.471 14.210
16 H 18.277 11.013 15.256
17 H 18.112 14.246 18.184
18 H 19.907 15.854 18.511
19 H 21.626 16.311 16.601
20 H 21.535 14.798 14.617
21 C 17.101 16.140 14.432
22 Ge 16.204 15.199 12.864
23 C 16.763 16.473 11.401
24 C 15.900 17.469 10.941
25 C 16.290 18.264 9.841
26 C 17.564 18.144 9.301
27 C 18.444 17.192 9.854
28 C 18.068 16.394 10.958
29 C 14.276 15.542 13.278
30 C 13.957 15.719 14.612
31 C 12.685 16.196 14.960
32 C 11.727 16.538 13.999
33 C 12.045 16.417 12.617
34 C 11.199 16.910 11.565
35 C 11.540 16.657 10.245
36 C 12.631 15.838 9.903
37 C 13.514 15.370 10.885
38 C 13.301 15.781 12.255
39 H 16.697 17.170 14.502
40 H 18.181 16.218 14.229
41 H 16.985 15.615 15.382
42 H 14.937 17.570 11.403
43 H 15.593 19.018 9.552
44 H 17.873 18.783 8.506
45 H 19.462 17.137 9.534
46 H 18.774 15.720 11.454
47 H 14.657 15.477 15.411
48 H 12.404 16.257 16.033
49 H 10.763 16.987 14.293
50 H 10.307 17.463 11.829
51 H 10.836 16.959 9.485
52 H 12.725 15.532 8.883
53 H 14.337 14.749 10.518
54 O 10.309 8.919 13.288
55 C 11.177 7.943 13.815
56 N 12.497 8.312 13.347
57 C 13.594 7.527 13.621
58 O 13.445 6.474 14.214
59 C 14.914 7.954 13.145
60 C 16.001 7.033 13.188
61 C 17.254 7.482 12.837
62 C 17.452 8.858 12.632
63 N 16.419 9.670 12.429
64 C 15.217 9.256 12.781
65 H 9.400 8.882 13.637
66 H 11.022 6.910 13.524
67 H 11.137 7.928 14.919
68 H 12.571 9.195 12.910
69 H 15.701 6.028 13.474
70 H 18.126 6.841 12.740
71 H 18.453 9.290 12.442
72 H 14.442 10.020 12.820
73 N 16.065 11.270 5.903
74 C 16.271 11.669 7.181
75 C 16.638 12.988 7.460
76 C 16.864 13.405 8.761
77 N 16.726 12.505 9.775
78 C 16.401 11.248 9.542
79 C 16.222 10.792 8.250
80 H 16.145 11.926 5.147
81 H 15.606 10.367 5.736
82 H 16.570 13.753 6.659
83 H 17.190 14.405 9.026
84 H 16.333 10.630 10.449
85 H 15.883 9.735 8.107
86 N 13.820 12.320 13.577
87 C 12.438 12.375 13.468
88 C 11.624 12.065 14.545
89 C 10.257 11.998 14.398
90 C 9.690 12.272 13.158
91 C 10.489 12.599 12.063
92 C 11.857 12.685 12.220
93 S 7.890 12.172 12.928
94 O 7.675 11.544 11.640
95 O 7.689 13.649 12.948
96 O 7.306 11.547 14.096
97 H 14.194 12.456 14.516
98 H 14.268 12.989 12.980
99 H 12.066 11.931 15.533
100 H 9.630 11.659 15.250
101 H 10.063 12.728 11.099
102 H 12.495 13.039 11.377

Summary:
relative energy (zero: lowest compared OMol25 entry of this formula, charge and spin)	0.0	kJ/mol
M	1098.33	g/mol
LUMO (alpha / beta)	3.3 / 3.2	eV
net charge	-2
Kohn-Sham gap (alpha / beta)	5.9416 / 5.9220	eV
2S+1	2

(2)
The following is a DFT calculation (ωB97M-V with the def2-TZVPD basis set) of 2 unconnected molecules or ions with the total composition C6H8Cl2.

Cartesian coordinates (Å):
1 C 1.342 -1.770 -0.127
2 C 0.251 -1.152 0.711
3 C -1.049 -0.928 0.409
4 Cl -1.673 -1.466 -1.150
5 Cl -2.256 -0.357 1.498
6 H 1.546 -2.685 0.276
7 H 1.153 -1.518 -1.212
8 H 2.292 -1.311 0.053
9 H 0.453 -1.028 1.737
10 C -1.870 1.741 -0.898
11 C -0.758 1.616 -0.458
12 C 0.656 1.837 -0.031
13 H -2.772 1.324 -1.075
14 H 0.710 2.985 0.285
15 H 1.251 1.611 -0.890
16 H 0.725 1.100 0.873

Summary:
relative energy (zero: lowest compared OMol25 entry of this formula, charge and spin)	289.5	kJ/mol
M	151.04	g/mol
LUMO	0.7	eV
Kohn-Sham gap	9.9332	eV
2S+1	1